Record 1
# C46H40CeF6N4O4P2S5Si

C46H40CeF6N4O4P2S5Si as an isolated structure in a non-equilibrium geometry (ωB97M-V with the def2-TZVPD basis set, the OMol25 dataset).

The geometry in XYZ format:
```
109
Properties=species:S:1:pos:R:3:mulliken_charge:R:1
S 0.726 0.830 -3.176 -0.5887
C 0.258 3.464 -4.545 -0.2510
H 2.931 1.274 -1.757 0.1261
C -2.151 3.188 -4.774 -0.2715
C 1.178 -2.952 3.414 -1.0100
C 3.712 1.120 -1.027 -0.4021
H 2.072 3.877 1.270 -0.3176
C -5.099 -1.468 -3.102 -0.5252
H -4.612 -6.898 2.387 0.2737
F -1.143 -2.986 -3.946 -0.3547
F 3.340 -4.202 -5.442 -0.2157
Ce -0.599 -1.028 -1.644 0.3300
H -1.771 0.514 5.358 0.3924
H -0.401 6.526 1.595 0.4179
H -3.867 -2.929 -2.211 0.3182
H -4.754 2.143 2.840 0.3297
C 5.244 5.177 1.566 -0.7634
N 1.220 4.074 -4.672 -0.6619
N 1.332 -4.709 -3.355 -0.6752
C 0.227 3.668 -0.937 0.2913
H -5.368 -2.816 1.112 0.2218
C 0.193 6.016 -0.417 -0.6609
C -2.785 1.935 2.015 -1.1156
H 0.454 2.924 -1.676 -0.2654
H 5.038 2.341 -2.135 0.5162
C -0.905 2.654 -4.295 0.7045
F 1.566 -2.981 -5.609 -0.2072
C -0.279 3.364 0.341 0.2171
C -3.016 -5.821 1.523 -0.5632
C -1.100 0.973 3.369 -1.0294
H -3.283 -0.994 1.668 -0.3639
P -0.418 1.559 0.660 1.7263
S 3.881 5.492 2.733 -0.1221
H -3.099 2.400 1.094 0.5420
C -4.795 -0.004 -0.753 -0.5618
C 3.053 -3.662 2.119 -0.8261
S -0.063 -4.889 -2.578 1.1537
C 1.973 -1.498 1.683 0.8718
C -2.482 -4.636 1.019 -0.2796
F 3.417 -2.099 -4.937 -0.2084
P 1.791 -0.200 0.437 1.3252
H 4.057 3.231 3.407 0.4449
C 2.145 -3.899 3.148 -0.5991
H 2.230 -4.778 3.804 0.3556
H 3.764 -4.422 1.785 0.3886
C -3.413 1.176 4.197 -0.8105
C 5.773 0.833 0.775 -0.9502
F -2.535 -4.595 -3.302 -0.1930
C 3.498 0.362 0.111 0.1997
C 4.554 0.269 1.008 -0.0929
C -5.633 0.459 -1.777 -0.6392
C -0.525 4.413 1.259 -0.6557
H -5.217 -2.061 -4.006 0.4013
C -4.264 -1.918 -2.099 -0.1021
F -1.192 -4.808 -5.009 -0.2453
C -4.065 -1.211 -0.888 -0.1524
C -4.293 -5.903 2.013 -0.5301
C 2.665 -3.189 -4.887 0.5730
H 6.898 2.078 -0.524 0.4634
H 3.623 -2.342 0.586 0.5071
H -0.849 4.256 2.271 0.4749
O 3.380 -3.680 -2.425 -0.7474
C -1.469 1.462 2.100 1.4737
H -1.416 -4.539 0.834 0.3677
C -5.746 -0.249 -2.960 -0.4667
H -0.121 0.622 3.582 0.5044
H 0.392 7.043 -0.695 0.3943
C 2.676 3.145 1.788 1.7503
O -0.235 -3.911 -1.490 -0.6334
O -0.317 -6.274 -2.362 -0.6751
H 0.792 5.236 -2.308 0.4069
C -3.726 1.785 3.000 -0.5007
C 1.017 -1.808 2.643 -0.1515
H -6.361 0.119 -3.802 0.2874
C -1.328 -4.325 -3.780 0.6149
C 5.961 1.590 -0.370 -0.4779
H 6.043 4.607 2.038 0.2608
H -2.394 -6.707 1.647 0.3536
C 2.933 -2.514 1.372 -1.0141
C -3.361 -3.508 0.888 0.6444
C 0.427 4.997 -1.316 -0.7619
H 6.596 0.724 1.490 0.3845
H 3.457 2.727 1.065 -0.8095
H -4.718 0.536 0.144 0.4649
N -3.222 3.508 -5.060 -0.5950
H 2.502 4.036 3.742 0.3221
H -6.214 1.363 -1.655 0.4016
N 1.169 1.150 1.243 0.3179
H -6.244 -5.009 2.028 0.3630
C -0.825 1.401 -3.679 1.1217
H 0.142 -1.205 2.873 0.1890
H 4.920 4.679 0.689 0.1883
C -4.694 -3.664 1.282 -0.3982
C -2.055 0.868 4.375 -0.9082
S 2.170 -3.385 -3.129 1.1722
S -2.291 0.536 -3.258 -0.3559
C -0.245 5.719 0.889 -0.7065
C 4.915 1.731 -1.254 -0.8943
C 1.851 1.956 2.255 -1.6117
O 1.449 -2.185 -2.787 0.0824
H 4.428 -0.273 1.938 0.3820
C 3.270 3.847 2.970 -0.9406
H 0.413 -3.153 4.159 0.4364
C -5.190 -4.854 1.789 -0.5099
H -4.139 1.054 4.981 0.4342
H 2.577 1.368 2.784 0.4024
H 1.146 2.323 3.008 0.5788
H 5.674 6.143 1.188 0.3664
Si -2.824 -1.728 0.458 1.1373
```

Properties
Frontier orbital gap (alpha / beta) ... 0.249 / 0.248 Eh
LUMO (alpha / beta) ... 1.9 / 1.9 eV
2S+1 ... 2
Expectation value of S² ... 0.751
Net charge ... -1
Energy ... -6334.4962 hartree



Record 2
# C46H40N3O2

An isolated ion of composition C46H40N3O2 and charge +1 in a non-equilibrium geometry (ωB97M-V with the def2-TZVPD basis set, the OMol25 dataset).

The geometry in XYZ format:
```
91
Properties=species:S:1:pos:R:3:mulliken_charge:R:1
H 4.229 -2.377 -7.124 0.3875
H -1.994 0.216 -3.361 0.4886
H 1.672 4.249 0.609 0.4502
N -2.144 -1.563 4.127 1.2373
C -2.011 -0.862 -6.245 0.0338
C -1.462 1.470 -6.621 -0.1357
C -1.039 0.624 -3.006 -0.7938
C 1.270 1.182 -3.453 -0.9477
C 2.321 -2.595 -6.142 -0.7465
O 2.023 3.206 2.607 -0.6297
H 1.983 1.266 -6.488 0.4651
C -2.510 1.571 -7.540 -0.7250
H -2.726 -1.039 6.670 0.4142
H -6.721 -1.316 4.525 0.3662
C -0.027 -2.985 7.474 -0.4342
H 4.195 1.127 -0.464 0.4234
C -1.525 -0.752 3.147 -0.1675
C -0.878 1.004 -1.673 -0.9038
H 3.520 -0.255 5.100 0.3411
C 4.009 2.196 -0.566 0.2251
C 0.373 1.441 -1.197 -0.5083
C -1.357 -1.185 1.828 -0.7627
C -5.851 -1.916 4.248 -0.7412
C 2.140 2.051 2.223 -0.6082
H 1.760 -0.490 5.003 0.1664
C 3.317 4.864 -0.670 -0.9462
C 2.441 1.478 4.449 -0.2254
H 2.141 1.223 -4.107 0.5197
C 0.616 1.734 0.298 1.3184
H -2.707 -4.046 3.415 0.4166
H -0.812 2.323 -6.406 0.3881
C -1.010 0.500 3.525 -0.5916
C -0.576 -0.434 0.941 -0.6732
C 4.665 3.037 -1.455 -0.8029
C -4.577 -1.337 4.270 -0.0733
H -4.988 -5.064 3.250 0.3681
N -0.032 0.110 -5.182 0.9110
C -4.883 -4.021 3.552 -0.7537
C -3.450 -2.110 3.964 -0.7208
C 2.094 0.181 -6.400 -0.0492
H -7.001 -3.700 3.833 0.3827
H -4.169 0.551 -8.477 0.3812
H -2.676 2.514 -8.069 0.3655
H 4.900 5.087 -2.131 0.4467
C -3.340 0.469 -7.775 -0.4006
H 4.015 0.100 -7.365 0.3736
C 1.340 1.707 -2.167 -0.2893
C -1.203 0.247 -5.981 -0.3586
H -1.781 -1.804 -5.744 0.2534
H 3.073 5.919 -0.561 0.4250
C 3.343 -1.864 -6.752 -0.4377
H -1.399 -1.802 8.662 0.4080
H 2.423 0.640 0.642 0.6856
C 4.343 4.401 -1.493 -0.1529
C 2.551 0.220 5.262 -1.0925
C -0.298 -2.834 5.073 0.0363
H -1.052 0.801 4.575 0.5861
H 0.291 2.777 0.456 0.7121
C 0.364 -3.363 6.185 -0.7432
C 1.093 -0.555 -5.759 -0.2013
C -6.007 -3.253 3.872 -0.3623
C 2.552 3.957 0.047 0.3230
H 0.515 -3.373 8.335 0.4018
C -1.405 -2.002 5.262 -0.3012
C -3.098 -0.741 -7.118 -0.7317
H -4.432 -0.291 4.552 0.4104
H -0.253 -0.878 -0.001 0.6070
C 0.056 0.652 -3.896 1.0658
C -1.837 -1.664 6.553 -0.2026
H 3.310 2.139 4.569 0.4079
C -1.106 -2.118 7.657 -0.6906
C 1.180 -1.946 -5.662 -0.1950
H -0.006 -3.091 4.049 0.4271
N 2.938 2.654 0.128 0.2955
H -0.338 2.411 2.790 0.4330
H 2.397 -3.674 -6.031 0.3767
C -0.510 1.355 2.548 -0.8470
H -1.773 -2.146 1.514 0.4680
H -3.746 -1.604 -7.284 0.3849
C 3.227 -0.481 -6.887 -0.7946
C -3.604 -3.458 3.624 0.0106
H 0.359 -2.491 -5.189 0.3150
H 1.179 -4.068 6.028 0.3903
H 1.522 2.034 4.666 0.3106
H 2.469 0.494 6.314 0.4185
O 2.410 1.037 3.054 -0.3556
C 2.025 1.662 0.761 0.3907
H 2.213 2.299 -1.952 0.1197
H -1.729 0.910 -0.997 0.5717
H 5.411 2.585 -2.108 0.4695
C -0.223 0.874 1.261 -0.4774
```

Properties
Frontier orbital gap ... 0.212 Eh
LUMO ... -3.9 eV
Net charge ... +1
Energy ... -2091.4018 hartree



Record 3
# C46H41N7O17

A 8-piece molecular cluster, C46H41N7O17 overall in a non-equilibrium geometry (ωB97M-V with the def2-TZVPD basis set, the OMol25 dataset).

The geometry in XYZ format:
```
111
Properties=species:S:1:pos:R:3:mulliken_charge:R:1
C -4.714 -0.958 2.629 -0.5706
C -2.576 2.632 -3.317 -0.6636
O 4.280 -1.179 7.736 -0.5924
C -1.479 -4.206 0.339 -0.6605
H -1.289 4.067 -2.262 0.0557
C 1.987 2.288 5.631 -0.4366
H 1.041 5.415 -1.790 0.5610
C 0.669 4.121 1.271 -0.5892
H 3.954 2.342 -2.200 0.4429
H 0.441 -4.616 -5.964 0.3953
C -2.633 0.080 3.140 -0.3502
N 2.283 -4.009 0.878 1.2833
O -1.737 -2.494 3.950 -0.5962
C -4.652 1.435 2.654 -0.9125
C -1.946 3.106 -2.150 0.2037
H -2.648 2.190 3.007 0.5926
H 4.405 -1.487 -4.170 0.2345
H -1.634 2.818 -0.015 0.2221
H -0.392 0.042 1.172 -0.0308
C -0.361 -3.881 -5.853 -0.1180
C 1.530 0.013 4.912 0.0938
O 3.256 -4.181 0.276 -0.6636
C -2.870 1.283 -0.934 -0.1605
H -2.995 0.758 -0.015 0.4930
H -3.824 1.152 -4.205 0.5731
H 1.069 -0.682 4.193 0.3891
O 4.536 0.857 8.423 -0.6094
H -2.424 -4.573 -1.464 0.5795
C -0.100 -0.926 -1.402 0.7240
H 5.109 -2.475 -1.806 0.5234
C -0.141 -2.587 -5.435 -0.4608
N -4.364 -0.321 -2.024 1.0933
H -5.031 2.381 2.395 0.4636
C 0.824 5.390 -0.760 -1.4189
C -2.698 -3.569 -5.817 -0.4296
H 0.538 -1.458 1.520 -0.1501
O 2.219 -3.838 2.080 -0.6637
C 3.000 0.422 6.699 -0.0105
C 0.933 -4.124 0.176 0.1087
H 2.734 -1.505 5.850 0.4468
C -1.501 -4.463 -0.991 -0.7345
C -0.091 5.136 1.827 0.3184
C -0.019 6.346 -0.197 -0.2039
C -2.534 -2.220 -5.422 -0.5331
C -3.276 1.335 2.903 -0.3197
H -6.360 0.279 2.048 0.3007
C 1.205 1.354 4.914 0.0543
H 3.902 0.880 -4.251 0.4396
O 1.298 0.842 -0.881 0.1123
C 4.085 1.273 -2.188 -0.4787
C -1.644 -4.355 -6.125 -0.6110
O 4.407 2.762 0.184 -0.6225
H -3.414 -1.563 -5.237 0.3429
O -5.218 -0.395 -2.912 -0.6384
H 0.639 1.756 4.066 0.0588
C 2.779 1.886 6.598 -0.3733
H -1.120 6.954 1.541 0.4949
H 3.352 2.544 7.314 0.3759
H 1.901 -4.663 -1.663 0.4765
H 1.661 3.424 -0.537 0.4321
N -2.806 -2.480 3.365 1.1043
C -1.273 -1.750 -5.146 0.2128
H -2.381 -4.072 0.898 0.4817
O 3.888 0.962 1.289 -0.6078
H -0.103 -3.643 1.980 0.6448
C 1.155 4.263 -0.005 0.1255
H -1.046 -0.729 -4.833 0.4231
C -5.293 0.271 2.414 -0.2380
C -0.432 6.272 1.114 -0.9266
N 4.074 0.009 7.658 0.9782
C 4.419 -0.901 -3.181 -0.1476
C -3.623 0.945 -2.027 -0.2202
H -5.249 -1.899 2.491 0.4476
N -0.520 5.051 3.253 1.0352
H 1.352 0.136 1.497 0.5350
O 1.045 2.001 -2.781 -0.6053
H 0.758 3.205 1.761 0.9984
N 1.270 -2.146 -5.110 1.0297
C 0.992 -0.468 -0.401 1.1535
O 2.080 -3.058 -5.154 -0.6050
H 1.742 3.323 5.333 0.3220
O -0.523 3.905 3.693 -0.5592
C 4.543 -0.682 -0.830 -0.5402
O -0.753 6.039 3.894 -0.6038
H -2.219 3.178 -4.234 0.3088
H -1.729 -5.368 -6.476 0.4014
H 4.681 -1.144 0.093 0.5549
H -0.402 7.163 -0.838 0.3357
H -1.051 -1.071 -0.902 0.1769
O 1.459 -1.017 -4.659 -0.5007
O -3.424 -3.430 3.084 -0.6100
C 4.661 -1.509 -1.947 -0.6685
C -0.208 -3.950 0.927 -0.2319
C 0.955 -4.530 -1.148 -0.7217
C -2.154 2.494 -0.947 -0.4428
C 0.590 -0.440 1.051 -1.1429
C 4.143 0.454 -3.314 -0.4945
H 0.272 -1.842 -1.884 -0.2544
C -3.398 -1.070 2.983 0.2720
H -0.449 -4.993 -2.741 0.3560
C -0.327 -4.620 -1.710 -0.2715
N 4.233 1.535 0.262 1.0708
H -1.559 0.101 3.393 0.4383
O -4.050 -1.163 -1.205 -0.5457
O -0.113 0.077 -2.372 -0.1028
H 1.958 -1.022 -0.418 -0.5081
C -3.392 1.513 -3.295 -0.2535
C 4.230 0.660 -0.921 0.2513
C 2.510 -0.442 5.801 -0.7026
C 0.769 1.045 -2.119 0.0926
H -3.659 -3.995 -5.979 0.4716
```

Properties
Frontier orbital gap ... 0.318 Eh
LUMO ... -1.0 eV
Energy ... -3439.1570 hartree



Record 4
# C46H42BaBrF4N5O2P

C46H42BaBrF4N5O2P as an isolated structure in a non-equilibrium geometry (ωB97M-V with the def2-TZVPD basis set, the OMol25 dataset).

The geometry in XYZ format:
```
102
Properties=species:S:1:pos:R:3:mulliken_charge:R:1
H -0.794 -0.005 3.412 0.1213
H 0.137 5.449 -0.405 0.4771
C 2.632 -1.417 2.786 -0.0664
H 5.317 2.854 -2.074 0.3366
C -4.850 2.519 2.427 0.5728
Ba -0.314 -0.798 0.655 2.2019
H 5.465 3.389 0.482 0.3204
H -0.047 -8.150 0.172 0.3956
H 2.254 2.326 1.573 0.7669
H 1.495 -5.888 -3.586 0.3592
C -0.944 3.867 0.544 -0.9132
H -1.430 -2.167 2.911 0.0383
C -1.126 -2.625 -3.293 -1.0146
N -0.131 -4.591 -3.565 0.0130
H 0.367 4.082 -5.357 0.4083
F -6.699 -1.001 1.536 -0.3190
H 4.078 2.815 -3.341 0.3831
C -4.073 1.496 1.914 -0.1905
C 1.841 -5.393 0.724 -0.6986
C -6.074 0.138 1.817 0.0938
H -0.133 3.641 1.224 0.5100
C -0.670 -2.803 3.397 -0.9895
H 3.729 -1.670 4.682 0.4834
C 4.373 3.285 -2.407 -1.0388
C -2.994 4.469 -1.229 -0.7511
H -0.873 -6.739 -1.681 0.5106
H -1.873 4.170 3.336 0.4603
H 0.762 -5.554 -5.161 0.4224
H 0.655 2.616 6.419 0.4309
O 0.686 1.055 -0.486 -0.6671
C -1.358 3.333 3.792 0.0140
C -6.827 1.191 2.324 0.6502
C -0.090 -6.379 -1.027 0.0655
C 1.321 -6.667 0.900 -0.4631
N 2.316 2.137 -1.700 0.7918
H 4.495 4.352 -2.582 0.3628
O -0.688 -2.545 -0.876 -0.7869
H -4.087 2.898 -0.281 0.4217
H -0.162 1.885 -6.338 0.4285
C -1.444 2.063 3.215 0.3902
F -8.127 1.039 2.515 -0.2729
H 3.130 -0.731 0.820 -0.0513
C 2.439 2.422 0.516 -0.8148
C -1.809 5.190 -1.272 -0.6881
H -1.645 -2.796 -5.956 0.3751
C -4.714 0.284 1.617 0.0033
N -0.038 -4.257 -2.236 0.5671
C -1.007 -3.629 -5.672 -1.8266
H -3.799 4.702 -1.914 0.4492
C 0.352 1.939 -5.387 -0.5503
C -0.662 -3.049 -2.025 0.2103
C -0.776 -3.598 -4.202 0.7974
H 4.676 4.893 -0.004 0.3865
H 0.476 -0.193 -5.153 0.4787
H 4.469 -1.516 1.648 0.3790
C 1.581 -2.292 4.562 -0.9191
F -4.283 3.684 2.749 -0.3764
H -1.494 -4.553 -5.982 0.4431
H 1.521 4.217 -3.162 0.4791
C 1.304 3.259 -3.617 0.4186
H 4.003 0.119 2.090 0.2867
N 3.317 3.055 -1.431 0.1293
C 0.709 0.773 -4.723 -0.6042
H -0.050 -6.648 -4.023 0.3279
C 3.421 3.164 -0.086 0.5583
C 0.366 -7.161 0.024 -0.7675
C 3.609 -0.858 1.797 -0.9732
C 0.454 -5.115 -1.209 -0.1316
C 4.528 3.949 0.521 -1.7993
C 0.711 -2.229 3.489 0.5916
P -2.278 1.673 1.657 0.1916
C 0.553 -5.746 -4.112 -1.0360
H 1.358 -2.692 5.541 0.4960
H -0.688 -3.759 2.863 0.2266
C 1.420 -4.617 -0.345 -0.1827
H -0.550 4.506 5.386 0.4216
C -0.768 1.000 3.819 0.0033
C 1.380 0.844 -3.512 -0.4320
C -6.214 2.390 2.636 0.1816
C 1.701 1.781 -0.518 -0.0424
H 0.527 0.345 5.383 0.4559
C -0.008 1.189 4.966 -0.5888
H 2.568 -4.991 1.417 0.3960
H 4.305 4.160 1.563 0.4475
H 1.819 -3.622 -0.488 0.4355
N 1.353 -1.694 2.401 0.2594
C -2.136 3.146 0.601 0.8130
C 0.066 2.454 5.525 -0.6035
H -1.688 5.991 -1.990 0.4391
H -0.067 -3.540 -6.220 0.3984
C 2.818 -1.767 4.111 -0.9044
H -1.067 -2.982 4.397 0.3341
F -6.923 3.394 3.129 -0.2781
H 1.681 -0.047 -2.978 0.5024
Br -3.813 -1.250 0.943 -0.1737
H -1.669 -1.720 -3.501 0.5930
C 1.668 2.088 -2.970 -0.4704
C -0.610 3.522 4.941 -0.7682
C -3.156 3.451 -0.301 -0.8610
C 0.652 3.177 -4.838 -0.8319
H 1.654 -7.274 1.732 0.4343
C -0.788 4.885 -0.385 -0.4940
```

Properties
Frontier orbital gap ... 0.240 Eh
LUMO ... -1.8 eV
Net charge ... +1
Energy ... -5542.5470 hartree